Molecular formula: C13H18N5PtS
Method: DFT, the ωB97M-V functional and the def2-TZVPD basis

## Properties
Calculated total energy   -1297.1425 Eh
Net charge   +1
HOMO level (alpha / beta)   -11.448 / -11.977 eV
HOMO-LUMO gap (alpha / beta)   8.56 / 5.28 eV
2S+1   3
Expectation value of S²   2.0380

The geometry in XYZ format:
```
38
Properties=species:S:1:pos:R:3:forces:R:3:mulliken_charge:R:1
Pt 0.73147 1.51724 0.30681 0.37 -0.82 -0.18 0.5945
C -0.94583 1.84230 2.37555 0.06 0.09 0.14 -0.4684
C -0.94799 2.61052 1.18474 -0.22 0.23 0.12 -0.2413
C 0.11598 3.53544 0.96924 -0.19 0.15 0.13 -0.5933
C 1.13393 3.65631 1.94155 -0.05 -0.02 0.06 -0.6384
C 1.08877 2.91267 3.11417 0.01 0.00 -0.01 -0.2605
C 0.05407 2.00185 3.32717 -0.07 -0.02 -0.03 -0.4212
H -1.76881 1.16762 2.57091 0.01 -0.04 -0.03 0.4946
H -1.83978 2.66003 0.57495 0.03 -0.08 -0.06 0.5639
H 0.06021 4.24676 0.15743 0.03 -0.04 -0.06 0.5311
H 1.92921 4.37217 1.78194 0.02 -0.03 -0.03 0.4295
H 1.85996 3.03750 3.86176 -0.01 0.03 -0.01 0.4313
H 0.01542 1.43239 4.24577 0.00 -0.01 -0.01 0.4356
S 4.85879 1.02226 -1.92634 0.06 0.01 -0.05 -0.1648
C 3.51341 1.15084 -1.10252 -0.04 -0.06 0.12 0.6560
N 2.51547 1.22557 -0.46943 -0.06 0.12 -0.18 -0.5020
C -0.71846 -0.22066 -1.75877 -0.12 -0.16 -0.19 -0.5474
N -0.02942 -0.47305 -0.45487 0.14 0.73 0.13 0.1369
C 1.07004 -1.45839 -0.70854 0.07 -0.15 -0.09 -0.6242
N 0.55129 -2.68366 -1.26677 0.12 -0.11 -0.02 0.0889
C -0.12248 -2.38015 -2.53173 0.00 0.06 0.03 -0.7158
N -1.23432 -1.44797 -2.32379 -0.03 0.03 -0.09 0.0884
C -2.17860 -2.04693 -1.37832 0.02 0.02 0.02 -0.7210
N -1.53051 -2.34596 -0.09740 -0.06 -0.04 0.08 0.1396
C -1.01394 -1.11811 0.46273 -0.15 -0.14 0.05 -0.5589
C -0.41577 -3.26715 -0.33669 0.00 0.08 0.02 -0.6470
H -0.00155 0.23053 -2.44589 0.03 0.02 0.04 0.2867
H -1.53981 0.47780 -1.59132 0.03 0.02 0.07 0.2571
H 1.58321 -1.65811 0.23324 -0.04 0.04 0.03 0.2651
H 1.77298 -1.01329 -1.41184 -0.04 0.04 0.03 0.2779
H -0.50053 -3.30145 -2.97350 -0.02 -0.01 0.04 0.3219
H 0.59627 -1.93290 -3.22060 -0.01 -0.01 -0.01 0.3395
H -2.57717 -2.96810 -1.80202 0.01 0.00 0.00 0.3274
H -3.00535 -1.35452 -1.20840 0.00 -0.01 -0.01 0.3321
H -0.52035 -1.32252 1.41441 0.04 0.04 -0.01 0.1988
H -1.84223 -0.42628 0.62532 0.05 0.07 -0.01 0.2423
H -0.80063 -4.19895 -0.74900 0.00 0.01 -0.02 0.3199
H 0.08302 -3.48163 0.61008 -0.01 -0.02 0.00 0.3454
```
Positions in Å, forces in eV/Å.

Molecular formula: C21H26N2O2
Method: DFT, the ωB97M-V functional and the def2-TZVPD basis

## Properties
SMILES string   COCCCNC(=O)c1ccc(CN2CCc3ccccc3C2)cc1
Calculated total energy   -1075.8216 Eh
ΔE to the lowest compared entry with this formula, charge and spin   1.7981 eV
HOMO level   -8.403 eV
HOMO-LUMO gap   9.10 eV
2S+1   1

The geometry in XYZ format:
```
51
Properties=species:S:1:pos:R:3:forces:R:3:mulliken_charge:R:1
C -1.28087 3.84930 1.90818 0.08 -0.01 0.13 -0.6358
O -1.99341 3.83455 0.70119 -0.14 0.09 -0.33 -0.3773
C -2.80402 2.68592 0.55941 -0.26 -0.21 -0.09 -0.0392
C -3.57218 2.74821 -0.75940 0.41 0.12 0.17 -0.8108
C -2.66018 3.10619 -1.94433 -0.34 -0.09 0.04 -0.8773
N -1.39141 2.42116 -1.88492 0.15 0.19 0.12 -0.1337
C -1.26339 1.11675 -2.22267 0.15 0.27 -0.02 0.1426
O -2.13691 0.50114 -2.80708 -0.19 -0.14 -0.07 -0.7048
C 0.03762 0.48200 -1.85694 0.22 -0.34 0.05 1.4732
C 0.44907 -0.62469 -2.59375 -0.19 0.11 -0.03 -0.6425
C 1.58681 -1.32282 -2.24153 0.13 0.16 0.05 -0.7640
C 2.33462 -0.94511 -1.13210 0.05 0.13 -0.17 1.1939
C 3.47828 -1.79785 -0.63873 0.06 -0.03 0.07 -1.8582
N 3.14697 -2.74335 0.41685 0.19 0.01 0.08 0.2616
C 2.29538 -3.85490 0.05513 -0.11 -0.18 -0.02 -1.0205
C 0.79496 -3.52907 -0.06913 0.12 -0.08 -0.10 -1.0526
C 0.35700 -2.39439 0.81601 -0.04 -0.01 0.07 1.2412
C -0.96407 -1.96476 0.76918 0.04 0.03 0.05 -0.7226
C -1.40103 -0.92568 1.56710 -0.13 0.02 -0.03 -0.5205
C -0.51459 -0.29848 2.42760 0.02 0.11 0.10 -0.5428
C 0.80530 -0.70498 2.46576 -0.02 -0.12 0.04 -0.8731
C 1.25232 -1.74295 1.65844 -0.13 -0.04 0.14 1.0797
C 2.70180 -2.16109 1.66589 0.12 -0.15 0.06 -1.8678
C 1.95475 0.19509 -0.43416 0.12 0.03 -0.20 -0.6977
C 0.81715 0.89681 -0.78182 -0.07 0.05 -0.12 -0.4758
H -0.68449 4.75980 1.91099 0.03 -0.03 0.09 0.2596
H -1.95780 3.85492 2.77171 0.03 0.01 -0.01 0.3111
H -0.61932 2.97615 1.99210 -0.01 0.03 0.01 0.1664
H -3.51231 2.61937 1.39983 0.09 -0.02 -0.05 0.5670
H -2.17171 1.78361 0.58417 -0.05 0.10 0.03 -0.1362
H -4.02308 1.77028 -0.92954 -0.07 -0.01 0.01 0.3687
H -4.36339 3.49467 -0.69389 -0.10 -0.01 0.00 0.3928
H -2.45973 4.17797 -1.94640 -0.02 -0.09 -0.06 0.4231
H -3.15457 2.82173 -2.87591 0.06 0.15 0.06 0.3421
H -0.68777 2.85716 -1.31235 0.03 -0.11 -0.09 0.2976
H -0.15365 -0.93193 -3.43539 -0.07 -0.03 -0.05 0.4438
H 1.89463 -2.17946 -2.82568 0.02 -0.10 -0.04 0.4229
H 3.89078 -2.38157 -1.46674 0.02 0.09 0.01 0.4533
H 4.27301 -1.15530 -0.24510 -0.01 -0.02 -0.10 0.4071
H 2.66265 -4.28196 -0.88091 0.00 -0.06 0.04 0.3787
H 2.43293 -4.60745 0.84009 -0.03 -0.03 -0.10 0.3563
H 0.21503 -4.42136 0.18265 0.00 0.00 -0.05 0.6473
H 0.54479 -3.26806 -1.09988 -0.04 -0.09 0.07 0.2106
H -1.65339 -2.45317 0.09562 -0.09 -0.06 -0.10 0.3986
H -2.43269 -0.60791 1.52055 -0.09 0.03 0.00 0.4534
H -0.85166 0.50803 3.06369 -0.03 0.07 0.04 0.5259
H 1.50520 -0.20966 3.12527 0.09 0.08 0.06 0.4054
H 3.34341 -1.31134 1.91142 -0.02 0.00 0.04 0.3980
H 2.85195 -2.92092 2.44565 0.03 0.13 0.00 0.3771
H 2.54864 0.53139 0.40330 0.05 0.00 0.12 0.3392
H 0.53259 1.74799 -0.17941 -0.06 0.08 0.07 0.0152
```
Positions in Å, forces in eV/Å.

Molecular formula: C3H5F3OSi
Method: DFT, the ωB97M-V functional and the def2-TZVPD basis

## Properties
Calculated total energy   -781.6142 Eh
ΔE to the lowest compared entry with this formula, charge and spin   0.0000 eV
HOMO level   -11.481 eV
HOMO-LUMO gap   12.19 eV
2S+1   1

The geometry in XYZ format:
```
13
Properties=species:S:1:pos:R:3:forces:R:3:mulliken_charge:R:1
C 1.05700 4.09072 0.89566 -3.72 -0.86 -0.84 0.0591
C -0.74779 0.07306 -1.03470 3.94 -1.26 -0.14 -0.9883
C 2.20336 1.06069 -0.22337 1.14 -1.45 0.63 0.5657
O 2.09150 4.34841 1.14761 3.67 1.01 0.92 -0.0764
F 1.89850 2.10608 -0.98046 0.27 0.70 -0.71 -0.2038
F 3.08159 0.24373 -0.93717 -1.17 0.78 0.33 -0.2592
F 3.00022 1.51842 0.81579 -0.90 -0.22 -0.66 -0.2588
Si 0.51745 0.24312 0.40719 0.94 -1.17 -1.36 0.4302
H -1.15878 -0.94027 -1.04290 0.42 0.08 -0.23 0.3018
H -1.52598 0.71287 -1.01901 -2.50 2.39 0.09 0.3542
H -0.08403 0.32091 -1.93663 -1.17 -0.69 0.95 0.2781
H 0.40711 1.15530 1.51490 -0.70 0.17 0.67 -0.1039
H 0.95690 -1.16545 0.69874 -0.23 0.53 0.36 -0.0987
```
Positions in Å, forces in eV/Å.

Molecular formula: C25H51F3O9Si
Method: DFT, the ωB97M-V functional and the def2-TZVPD basis

## Properties
SMILES string   CCCCCCCCCCCCCCC[SiH2]C(F)(F)F.COC(=O)OC.COC(=O)OC.COC(=O)OC
Calculated total energy   -2249.4199 Eh
HOMO level   -10.288 eV
HOMO-LUMO gap   10.94 eV
2S+1   1

The geometry in XYZ format:
```
89
Properties=species:S:1:pos:R:3:forces:R:3:mulliken_charge:R:1
C -2.74537 2.07768 -5.44617 -0.17 0.40 0.31 -1.2187
C -4.00060 1.74893 -4.64093 0.58 -0.51 -0.21 -0.5132
C -3.81933 0.46329 -3.83909 -0.18 0.20 0.54 -0.9511
C -3.11460 0.70543 -2.49056 -0.42 -0.30 -0.35 -0.1416
C -3.50818 -0.34189 -1.40177 1.43 1.16 -1.04 -1.1793
C -2.25986 -0.84067 -0.66440 -0.95 -0.84 0.69 -0.6217
C -1.97628 -0.16205 0.67733 0.40 0.42 -0.46 -0.7117
C -2.12658 1.36294 0.69526 0.49 -0.05 0.19 -0.8995
C -0.81595 2.12837 0.46896 -0.60 0.29 0.48 -0.2427
C 0.06736 2.04950 1.70816 0.48 -0.23 -0.42 -0.8860
C 1.39683 2.80164 1.61169 -0.54 0.12 -0.10 -0.3096
C 1.34342 4.18954 0.97270 0.61 0.02 0.71 -0.6466
C 2.77322 4.68293 0.70380 -0.61 0.54 -0.39 -0.8188
C 3.24153 4.52102 -0.73950 0.52 -0.71 0.24 -0.8324
C 2.87841 3.17749 -1.40398 0.24 -0.04 -0.08 -0.0848
Si 4.14142 1.81032 -1.12589 -0.08 0.32 -0.39 0.1186
C 3.30064 0.09157 -0.75490 0.95 0.89 0.51 0.6977
F 2.01565 0.16352 -0.41187 -1.04 0.05 0.00 -0.1300
F 3.92396 -0.49591 0.28277 0.37 -0.30 0.77 -0.2932
F 3.41393 -0.76667 -1.75372 -0.21 -0.71 -1.17 -0.2800
H -2.76947 3.12569 -5.73185 0.10 0.11 -0.28 0.3539
H -1.85948 1.94404 -4.82978 0.18 -0.08 0.02 0.2913
H -2.65509 1.46686 -6.33747 0.05 -0.14 -0.12 0.3294
H -4.84164 1.65005 -5.32087 -0.24 0.18 0.00 0.3416
H -4.16542 2.56282 -3.94196 -0.40 0.18 0.02 0.3392
H -3.24799 -0.25424 -4.42310 0.04 -0.23 -0.13 0.3414
H -4.77678 -0.00659 -3.61887 -0.24 0.05 -0.12 0.4969
H -3.38161 1.70469 -2.15443 0.05 0.19 0.10 0.2881
H -2.04381 0.70310 -2.67239 0.25 0.04 0.20 0.2568
H -4.01474 -1.13234 -1.93914 -0.23 -0.39 0.30 0.6015
H -4.17134 0.19111 -0.73334 -0.45 -0.41 0.32 0.3838
H -1.38435 -0.82872 -1.29963 0.19 0.26 -0.30 0.4478
H -2.42316 -1.89623 -0.44302 0.13 -0.20 0.05 0.2179
H -2.55379 -0.59533 1.48456 -0.43 -0.19 -0.02 0.2825
H -0.94268 -0.39097 0.92430 0.20 -0.10 0.18 0.2601
H -2.87735 1.73852 0.00730 -0.17 -0.19 -0.16 0.3871
H -2.46915 1.64260 1.68808 -0.16 0.18 0.18 0.4901
H -1.10157 3.16913 0.33836 0.04 0.24 -0.20 0.3780
H -0.30492 1.82729 -0.44496 0.13 -0.22 -0.05 0.0419
H -0.50638 2.37705 2.57258 -0.11 0.20 0.09 0.3812
H 0.31506 1.00694 1.88849 -0.02 -0.23 0.19 0.3201
H 2.12153 2.18060 1.08982 0.09 -0.08 -0.16 -0.0369
H 1.78680 2.93872 2.61756 0.20 -0.09 0.16 0.4632
H 0.71299 4.24134 0.09249 0.05 -0.08 -0.28 0.3380
H 0.91044 4.87540 1.69637 -0.33 0.07 0.10 0.3945
H 3.45717 4.21031 1.39989 0.17 -0.29 0.09 0.3713
H 2.81154 5.74369 0.94066 0.16 0.20 0.01 0.3602
H 4.32983 4.58752 -0.73254 0.20 0.21 -0.07 0.3617
H 2.91891 5.34074 -1.36807 -0.40 0.21 -0.04 0.3774
H 1.88404 2.81604 -1.15541 -0.17 0.10 0.14 -0.1898
H 2.86456 3.35000 -2.47685 -0.02 -0.15 -0.26 0.5617
H 5.10474 2.08991 -0.05037 -0.10 -0.02 0.21 -0.0902
H 4.90661 1.59491 -2.36832 0.04 -0.11 -0.01 -0.1949
C -5.22074 -6.75062 0.53163 -0.22 -0.07 0.10 -0.7485
O -4.17667 -5.85794 0.13535 0.05 -0.09 -0.20 -0.2399
C -3.04028 -6.46383 -0.22244 0.00 -0.02 -0.05 0.7414
O -2.84431 -7.65172 -0.23537 -0.04 0.20 0.01 -0.5714
O -2.16072 -5.51692 -0.55590 -0.07 0.00 0.05 -0.1871
C -0.88290 -6.01176 -0.96294 0.25 0.02 -0.08 -0.6956
H -6.07769 -6.13490 0.79208 0.10 0.13 -0.04 0.2364
H -5.49312 -7.41143 -0.28903 0.10 -0.07 0.03 0.3441
H -4.92115 -7.33068 1.40326 0.05 -0.06 -0.07 0.3304
H -0.97761 -6.63691 -1.84890 -0.03 -0.09 0.08 0.3122
H -0.41072 -6.56792 -0.15512 -0.07 -0.10 -0.04 0.3138
H -0.27332 -5.14482 -1.20212 -0.14 0.09 0.04 0.2009
C 9.61849 4.99926 -1.82853 -0.02 0.16 -0.17 -0.6062
O 10.19720 4.28311 -0.73655 -0.02 -0.07 0.07 -0.3248
C 9.41996 3.32031 -0.23558 0.00 -0.01 0.01 0.8144
O 8.31657 3.02852 -0.62319 0.13 0.06 0.04 -0.5261
O 10.07595 2.73652 0.76880 -0.01 0.07 -0.07 -0.3163
C 9.35753 1.67724 1.40469 -0.05 -0.18 0.15 -0.6003
H 10.34710 5.74384 -2.13679 0.10 -0.06 0.13 0.2124
H 9.41660 4.33035 -2.66334 -0.10 -0.03 0.06 0.2854
H 8.70424 5.50193 -1.51743 -0.05 -0.10 -0.02 0.2834
H 9.14530 0.87759 0.69726 -0.09 0.07 -0.03 0.2835
H 8.43299 2.04873 1.84329 -0.05 -0.01 -0.11 0.2806
H 9.99764 1.29396 2.19432 0.11 0.12 -0.05 0.2106
C -6.37527 -4.87707 6.84482 -0.13 0.01 0.19 -0.6294
O -5.52495 -5.46392 5.85872 0.04 0.01 -0.08 -0.3238
C -5.19306 -4.64201 4.85882 0.01 0.02 -0.01 0.7839
O -5.54675 -3.49637 4.73952 0.05 -0.19 0.03 -0.5448
O -4.40405 -5.31141 4.01649 -0.06 0.00 0.07 -0.3215
C -3.96606 -4.55141 2.88543 0.15 0.17 -0.04 -0.5459
H -6.56570 -5.64335 7.59119 0.10 -0.10 -0.10 0.2199
H -5.88484 -4.02957 7.32048 -0.04 0.06 -0.09 0.2963
H -7.32039 -4.56671 6.40256 0.06 0.10 -0.03 0.2913
H -3.37888 -3.69156 3.20467 -0.14 0.07 0.04 0.4004
H -4.81471 -4.23007 2.28573 0.00 0.09 0.06 0.2743
H -3.33880 -5.20008 2.28818 -0.01 -0.15 0.14 0.0637
```
Positions in Å, forces in eV/Å.

Molecular formula: C4H6OS
Method: DFT, the ωB97M-V functional and the def2-TZVPD basis

## Properties
SMILES string   C#C[C@@](C)(O)S
Calculated total energy   -629.3476 Eh
ΔE to the lowest compared entry with this formula, charge and spin   2.7085 eV
HOMO level   -9.357 eV
HOMO-LUMO gap   10.07 eV
2S+1   1

The geometry in XYZ format:
```
12
Properties=species:S:1:pos:R:3:forces:R:3:mulliken_charge:R:1
C 0.69842 1.94373 -1.23976 0.05 -0.58 0.37 0.4291
C 0.37267 1.06423 -0.49460 -0.03 0.52 -0.15 -1.3818
C -0.16371 0.07255 0.40585 -0.01 -3.14 -1.21 0.7685
C 0.51222 -1.43152 0.08710 -0.81 2.59 0.58 -1.0635
O 0.01410 0.46229 1.70871 0.28 0.24 0.82 -0.4997
S -2.00306 -0.14396 0.01781 0.33 -0.16 0.28 -0.2421
H 1.05263 2.68615 -1.89024 0.16 0.44 -0.38 0.4743
H 0.03886 -2.15383 0.74201 -0.09 -0.13 0.07 0.3818
H 0.32961 -1.67293 -0.95191 -0.05 -0.05 -0.09 0.3155
H 1.57521 -1.35942 0.28941 0.14 -0.04 0.05 0.3259
H -0.37001 -0.18931 2.31013 0.04 0.05 -0.19 0.3507
H -2.05694 0.72203 -0.98452 -0.03 0.26 -0.17 0.1415
```
Positions in Å, forces in eV/Å.

Molecular formula: C4H4I2Si
Method: DFT, the ωB97M-V functional and the def2-TZVPD basis

## Properties
Calculated total energy   -1039.5156 Eh
ΔE to the lowest compared entry with this formula, charge and spin   4.4086 eV
HOMO level (alpha / beta)   -6.906 / -8.997 eV
HOMO-LUMO gap (alpha / beta)   5.12 / 7.72 eV
2S+1   1

The geometry in XYZ format:
```
11
Properties=species:S:1:pos:R:3:forces:R:3:mulliken_charge:R:1
C 0.63793 0.46857 -0.89656 0.78 1.94 -0.68 -0.1162
C -0.01233 -0.77883 -1.16639 0.25 -1.60 2.61 -0.3880
C 0.34351 1.29107 0.18631 -0.97 -0.31 0.43 -0.4306
C 0.70944 -1.94145 -1.30174 -2.20 0.66 -0.74 -0.1314
Si -0.46208 0.65918 1.75099 0.85 1.19 -1.03 0.1605
I -0.28689 -3.70180 -1.85453 0.52 0.24 0.14 0.0718
I -0.91008 2.39863 3.45078 0.02 -0.70 -0.58 -0.0769
H 1.38683 0.75405 -1.68893 -0.76 0.14 1.05 0.3085
H -1.04728 -0.82010 -0.66575 1.19 -0.38 -1.16 0.3071
H 0.53776 2.39493 0.22088 0.44 -1.27 -0.13 0.3072
H -0.89680 -0.72425 1.96495 -0.12 0.11 0.09 -0.0120
```
Positions in Å, forces in eV/Å.